# 1
A structure of composition C37H28BBiF5N11OS2 in a non-equilibrium geometry. Source: the Open Molecules 2025 dataset; level of theory: ωB97M-V/def2-TZVPD.

XYZ file:
```
86
Properties=species:S:1:pos:R:3:mulliken_charge:R:1
Bi -0.27 0.65 -0.55 3.090
O 3.72 1.94 0.72 -0.748
C 2.70 1.74 0.06 -0.215
N 2.01 0.56 -0.08 0.525
C 2.52 -0.46 0.80 -2.350
C 1.72 -0.57 2.05 1.305
C 2.18 -1.28 3.19 -1.045
C 1.35 -1.43 4.29 -0.301
C 0.05 -0.90 4.25 -1.284
C -0.26 -0.12 3.17 -0.356
N 0.50 -0.04 2.08 0.427
C 2.15 2.84 -0.88 0.636
C 2.99 3.92 -1.08 -0.888
C 2.60 4.96 -1.88 -0.443
C 1.34 4.89 -2.48 -0.944
C 0.50 3.83 -2.12 -0.326
N 0.90 2.83 -1.37 0.385
H 3.58 -0.33 1.09 0.684
H 2.47 -1.46 0.34 0.159
H 3.18 -1.71 3.20 0.615
H 1.65 -1.99 5.15 0.434
H -0.59 -1.02 5.11 0.503
H -1.23 0.36 3.07 0.429
H 3.96 3.87 -0.65 0.631
H 3.19 5.88 -2.07 0.385
H 0.98 5.77 -3.10 0.368
H -0.49 3.84 -2.41 0.398
C -3.48 -2.34 -2.96 -1.107
C -2.61 -2.03 -1.93 -0.523
N -1.96 -0.90 -2.13 0.869
N -2.37 -0.45 -3.35 -0.611
C -3.32 -1.31 -3.84 -0.290
B -1.59 0.73 -4.00 -0.414
N -0.03 0.51 -3.94 -0.462
C 0.83 0.74 -4.98 -0.049
C 2.13 0.60 -4.50 -1.319
C 1.94 0.35 -3.14 -0.484
N 0.66 0.27 -2.86 0.570
N -2.02 2.03 -3.25 0.453
C -2.55 3.15 -3.73 -0.214
C -2.98 3.91 -2.66 -1.108
C -2.70 3.15 -1.55 -0.542
N -2.09 2.01 -1.88 0.255
H -4.06 -3.25 -3.17 0.383
H -2.53 -2.62 -1.05 0.467
H -3.84 -1.05 -4.73 0.498
H -1.87 0.71 -5.13 -0.187
H 0.42 0.89 -6.02 0.366
H 3.05 0.76 -5.06 0.451
H 2.68 0.25 -2.35 0.444
H -2.63 3.34 -4.83 0.396
H -3.39 4.90 -2.69 0.442
H -2.83 3.38 -0.54 0.333
F -3.20 5.80 4.22 -0.310
C -3.13 4.67 3.53 0.618
C -2.05 4.49 2.71 -0.264
F -1.07 5.40 2.71 -0.316
C -1.97 3.34 1.93 -0.736
F -0.84 3.18 1.22 -0.039
C -2.93 2.34 1.98 1.166
S -2.82 0.84 1.03 -0.478
C -4.09 2.61 2.72 0.030
F -5.11 1.76 2.72 -0.314
C -4.15 3.76 3.48 0.323
F -5.19 3.95 4.31 -0.314
S 0.82 -6.10 0.64 -0.237
C 0.34 -4.40 0.45 -0.312
C -0.56 -3.75 1.23 -0.726
C -0.77 -2.39 0.96 -0.571
N -0.20 -1.76 -0.08 1.443
C 0.60 -2.44 -0.87 -0.507
C 0.95 -3.76 -0.60 -0.782
C 1.93 -5.99 2.08 0.411
C 2.33 -4.80 2.69 0.564
C 3.23 -4.83 3.70 -0.336
N 3.72 -5.98 4.18 -0.585
C 3.37 -7.11 3.59 -0.422
C 2.52 -7.17 2.51 -0.494
H -1.03 -4.26 2.03 0.616
H -1.38 -1.74 1.60 0.381
H 1.04 -1.90 -1.72 0.116
H 1.76 -4.22 -1.15 0.470
H 1.95 -3.83 2.40 -0.263
H 3.56 -3.94 4.23 0.383
H 3.86 -7.99 3.96 0.375
H 2.24 -8.09 2.05 0.421
```

Summary:
highest occupied orbital energy	-0.270	Ha
max |F|	2.1	eV Å⁻¹
M	1021.6	g/mol
energy above the lowest of the compared OMol25 structures with the same formula, charge and spin	0.0	kJ/mol
gap between HOMO and LUMO	6.86	eV

# 2
A structure of composition C37H28Cl4N5O9S5SbZr. Source: the Open Molecules 2025 dataset; level of theory: ωB97M-V/def2-TZVPD.

XYZ file:
```
90
Properties=species:S:1:pos:R:3:mulliken_charge:R:1
Zr 0.40 0.59 -0.20 0.266
O 2.17 6.30 1.72 -0.564
C 1.42 6.54 0.66 0.493
O 1.29 7.66 0.23 -0.637
C 0.79 5.37 -0.02 -0.690
C -0.01 5.45 -1.14 0.191
Cl -0.37 6.79 -2.12 -0.160
N -0.44 4.21 -1.46 -0.159
N 0.06 3.31 -0.60 1.311
C 0.80 3.98 0.26 -0.030
C 1.50 3.18 1.31 0.605
O 2.08 3.73 2.24 -0.897
O 1.43 1.92 1.13 0.005
C -1.26 3.79 -2.55 -0.425
C -0.85 2.71 -3.31 0.722
C -1.64 2.31 -4.38 -0.266
C -2.79 3.01 -4.70 -0.737
C -3.18 4.10 -3.93 -0.760
C -2.43 4.49 -2.84 -0.328
H 2.21 5.31 1.95 0.429
H 0.08 2.21 -3.10 -0.085
H -1.30 1.46 -4.96 0.297
H -3.40 2.70 -5.54 0.393
H -4.08 4.64 -4.18 0.380
H -2.73 5.32 -2.22 0.490
S 3.59 -1.62 -3.87 -0.725
Sb 1.93 -0.09 -3.49 0.991
S 2.38 1.46 -1.75 -0.530
S 0.18 -1.04 -2.11 -0.567
S 1.07 0.88 -5.36 -0.661
Cl -3.02 -2.57 6.04 -0.281
C -2.16 -1.99 4.63 0.416
C -1.88 -0.64 4.52 -0.832
C -1.20 -0.18 3.41 1.250
Cl -0.83 1.50 3.29 -0.222
C -0.77 -1.05 2.39 -1.945
O -0.11 -0.66 1.33 1.201
C -1.08 -2.41 2.56 1.193
Cl -0.59 -3.50 1.31 -0.257
C -1.77 -2.88 3.66 -1.049
H -2.20 0.06 5.28 0.464
H -1.99 -3.94 3.74 0.482
C 0.78 -5.23 3.65 -1.672
C 2.10 -5.04 2.97 0.696
C 2.19 -4.88 1.59 -0.249
C 3.40 -4.66 0.96 -0.489
C 4.57 -4.58 1.70 0.189
N 5.83 -4.32 1.11 -0.111
C 6.04 -3.75 -0.14 0.200
O 6.94 -4.16 -0.86 -0.720
N 5.21 -2.73 -0.50 0.121
C 4.44 -1.92 0.35 -0.054
C 4.88 -1.53 1.61 -0.120
C 4.04 -0.76 2.39 -1.520
C 2.82 -0.37 1.88 -0.398
N 2.41 -0.69 0.65 1.068
C 3.19 -1.47 -0.09 -0.557
C 4.50 -4.76 3.08 -0.411
C 3.29 -4.99 3.70 -0.797
H -0.01 -5.43 2.93 0.338
H 0.49 -4.33 4.20 0.310
H 0.81 -6.05 4.37 0.542
H 1.28 -4.91 0.99 0.485
H 3.43 -4.54 -0.12 0.506
H 6.57 -4.96 1.34 0.272
H 5.14 -2.51 -1.50 0.080
H 5.85 -1.83 1.97 0.494
H 4.33 -0.45 3.39 0.440
H 2.14 0.24 2.47 0.458
H 2.82 -1.79 -1.05 0.376
H 5.41 -4.68 3.67 0.361
H 3.25 -5.11 4.78 0.360
C -7.00 1.92 -4.18 -1.666
C -5.96 1.50 -3.17 1.116
C -5.59 2.35 -2.13 -0.784
C -4.63 1.98 -1.21 -0.491
C -4.04 0.73 -1.31 -0.666
C -4.39 -0.13 -2.34 -0.162
C -5.33 0.26 -3.27 -0.819
S -2.92 0.20 -0.05 1.569
O -2.66 -1.20 -0.27 -0.728
O -3.52 0.58 1.20 -0.698
O -1.68 1.04 -0.30 -0.329
H -7.15 3.00 -4.16 0.348
H -7.96 1.44 -3.98 0.346
H -6.70 1.64 -5.19 0.377
H -6.06 3.33 -2.06 0.296
H -4.35 2.64 -0.40 0.454
H -3.90 -1.10 -2.40 0.529
H -5.59 -0.40 -4.09 0.335
```

Summary:
highest occupied orbital energy	-0.106	Ha
max |F|	0.9	eV Å⁻¹
M	1201.8	g/mol
energy above the lowest of the compared OMol25 structures with the same formula, charge and spin	21.4	kJ/mol
charge	-2
gap between HOMO and LUMO	6.53	eV

# 3
A structure of composition C37H28Cl4N5O9S5SbZr in a non-equilibrium geometry. Source: the Open Molecules 2025 dataset; level of theory: ωB97M-V/def2-TZVPD.

XYZ file:
```
90
Properties=species:S:1:pos:R:3:mulliken_charge:R:1
Zr -1.16 2.34 -1.35 -0.247
O 2.75 6.76 0.16 -0.592
C 3.48 5.86 -0.47 0.460
O 4.69 5.96 -0.54 -0.646
C 2.78 4.67 -1.01 -0.420
C 3.37 3.65 -1.73 0.164
Cl 4.97 3.47 -2.26 -0.161
N 2.42 2.74 -2.05 -0.429
N 1.23 3.12 -1.56 1.947
C 1.42 4.28 -0.95 0.060
C 0.20 5.00 -0.47 0.565
O 0.30 6.12 0.02 -0.887
O -0.89 4.37 -0.67 -0.537
C 2.55 1.58 -2.89 -0.317
C 3.47 0.60 -2.57 0.082
C 3.58 -0.52 -3.38 -0.783
C 2.76 -0.64 -4.50 -0.679
C 1.85 0.36 -4.82 -0.631
C 1.75 1.49 -4.01 -0.276
H 1.76 6.53 0.16 0.407
H 4.09 0.71 -1.68 0.501
H 4.28 -1.30 -3.13 0.355
H 2.84 -1.52 -5.12 0.388
H 1.21 0.30 -5.68 0.230
H 1.05 2.28 -4.26 0.545
S -0.80 1.96 -6.81 -0.706
Sb -2.11 2.46 -5.02 0.842
S -1.85 0.80 -3.31 -0.562
S -1.05 3.95 -3.49 -0.437
S -4.30 2.94 -5.32 -0.703
Cl -8.09 -0.07 -1.02 -0.275
C -6.37 0.20 -0.84 0.489
C -5.82 1.40 -1.25 -0.936
C -4.47 1.58 -1.09 1.191
Cl -3.74 3.09 -1.55 -0.127
C -3.60 0.61 -0.57 -0.789
O -2.32 0.81 -0.44 1.003
C -4.22 -0.58 -0.16 -0.097
Cl -3.22 -1.83 0.51 0.075
C -5.58 -0.79 -0.29 -0.990
H -6.43 2.18 -1.70 0.487
H -6.01 -1.73 0.03 0.441
C -1.98 -5.24 1.41 -1.363
C -0.53 -4.84 1.41 0.699
C 0.46 -5.69 0.94 -0.997
C 1.79 -5.29 0.90 -0.330
C 2.16 -4.03 1.35 -0.380
N 3.51 -3.64 1.28 -0.026
C 4.08 -2.39 1.21 0.104
O 5.23 -2.22 1.58 -0.744
N 3.35 -1.36 0.67 0.136
C 2.25 -1.39 -0.21 0.328
C 1.94 -2.49 -1.00 -0.147
C 0.83 -2.41 -1.81 -1.761
C 0.09 -1.24 -1.86 -0.603
N 0.43 -0.15 -1.16 1.947
C 1.47 -0.25 -0.33 -1.921
C 1.18 -3.18 1.86 -0.021
C -0.15 -3.58 1.88 -0.007
H -2.11 -6.25 1.03 0.381
H -2.57 -4.57 0.80 0.223
H -2.40 -5.21 2.42 0.335
H 0.19 -6.67 0.58 0.296
H 2.55 -5.95 0.50 0.407
H 4.20 -4.33 1.55 0.260
H 3.84 -0.48 0.75 0.264
H 2.56 -3.38 -0.99 0.651
H 0.53 -3.25 -2.43 0.461
H -0.77 -1.14 -2.50 0.289
H 1.71 0.64 0.24 0.494
H 1.46 -2.21 2.22 0.662
H -0.90 -2.89 2.25 0.261
C -1.53 -1.36 6.27 -1.651
C -1.34 -0.40 5.13 0.591
C -0.59 -0.76 4.02 -0.341
C -0.42 0.12 2.94 0.795
C -0.99 1.37 3.00 0.191
C -1.75 1.74 4.11 -1.141
C -1.93 0.86 5.15 -0.816
S -0.83 2.60 1.74 1.284
O -0.07 3.67 2.34 -0.689
O -2.18 2.91 1.31 -0.593
O -0.09 1.96 0.60 0.539
H -1.07 -2.32 6.06 0.340
H -2.59 -1.53 6.47 0.350
H -1.09 -0.97 7.19 0.339
H -0.13 -1.74 3.99 0.237
H 0.14 -0.17 2.06 -0.157
H -2.21 2.73 4.13 0.445
H -2.53 1.15 6.01 0.371
```

Summary:
highest occupied orbital energy	-0.096	Ha
max |F|	1.4	eV Å⁻¹
M	1201.8	g/mol
energy above the lowest of the compared OMol25 structures with the same formula, charge and spin	107.2	kJ/mol
charge	-2
gap between HOMO and LUMO	5.96	eV

# 4
A structure of composition C37H28Co2O8P in a non-equilibrium geometry. Source: the Open Molecules 2025 dataset; level of theory: ωB97M-V/def2-TZVPD.

XYZ file:
```
76
Properties=species:S:1:pos:R:3:mulliken_charge:R:1
C -4.55 3.08 3.66 -1.222
C -3.10 2.69 3.71 -0.205
O -2.79 2.04 2.45 -0.178
C -1.54 2.27 1.93 -0.229
C -1.18 1.20 0.98 -0.488
P -0.83 1.66 -0.67 1.930
C -0.55 0.12 -1.60 0.512
C -0.36 0.24 -2.99 -0.714
C -0.47 -0.87 -3.81 -0.747
C -0.64 -2.14 -3.26 -0.689
C -0.66 -2.29 -1.88 -0.110
C -0.67 -1.17 -1.04 -0.123
C -2.05 2.54 -1.73 0.380
C -1.62 3.50 -2.67 -0.197
C -2.50 4.03 -3.61 -0.712
C -3.84 3.63 -3.63 -0.465
C -4.27 2.68 -2.69 -0.646
C -3.40 2.14 -1.74 -0.794
C 0.39 3.01 -0.51 0.318
C 1.76 2.75 -0.60 -0.639
C 2.67 3.78 -0.35 -0.556
C 2.24 5.05 0.03 -0.585
C 0.87 5.31 0.13 -0.735
C -0.05 4.30 -0.14 -0.213
O -0.84 3.23 2.26 -0.722
H -4.86 3.52 4.61 0.391
H -4.73 3.83 2.89 0.296
H -5.18 2.21 3.47 0.295
H -2.49 3.58 3.87 0.326
H -2.90 1.94 4.48 0.213
H -1.71 0.28 1.09 0.885
H -0.22 1.23 -3.41 0.471
H -0.42 -0.73 -4.89 0.367
H -0.71 -3.00 -3.92 0.397
H -0.70 -3.28 -1.45 0.553
H -0.83 -1.30 0.03 -0.538
H -0.58 3.86 -2.67 0.339
H -2.13 4.74 -4.34 0.385
H -4.52 4.03 -4.38 0.363
H -5.31 2.36 -2.72 0.383
H -3.77 1.41 -1.03 0.402
H 2.10 1.75 -0.86 0.489
H 3.73 3.59 -0.46 0.406
H 2.95 5.85 0.24 0.372
H 0.51 6.29 0.43 0.368
H -1.12 4.53 -0.05 0.405
O -1.29 -0.34 3.76 -0.594
C -0.85 -1.29 3.20 0.763
Co -0.15 -2.82 2.63 0.284
C 0.07 -3.45 4.28 0.129
O 0.13 -3.71 5.41 -0.459
C -1.47 -3.67 1.75 0.056
O -2.44 -4.11 1.28 -0.405
C 2.79 -3.72 0.84 0.282
C 3.70 -3.40 -0.22 0.563
C 3.08 -3.09 -1.47 -0.298
C 3.67 -2.15 -2.32 -0.458
C 4.96 -1.68 -2.01 -0.468
C 5.72 -2.26 -0.97 -0.402
C 5.09 -3.13 -0.08 -0.471
C 1.92 -3.13 1.67 -0.691
C 1.38 -1.80 2.04 -0.195
Co 1.61 -4.91 1.49 -0.029
C 0.22 -5.47 0.38 0.213
O -0.63 -5.92 -0.25 -0.372
C 0.73 -5.74 2.84 0.310
O 0.13 -6.46 3.53 -0.408
C 2.80 -6.21 1.36 -0.016
O 3.67 -6.95 1.15 -0.430
H 2.09 -3.49 -1.72 0.395
H 3.11 -1.72 -3.17 0.365
H 5.39 -0.86 -2.60 0.354
H 6.78 -1.95 -0.83 0.330
H 5.64 -3.56 0.77 0.433
H 1.85 -1.35 2.95 0.506
H 1.19 -1.11 1.20 -0.027
```

Summary:
highest occupied orbital energy	-0.134	Ha
max |F|	7.6	eV Å⁻¹
M	749.5	g/mol
energy above the lowest of the compared OMol25 structures with the same formula, charge and spin	208.9	kJ/mol
charge	-1
gap between HOMO and LUMO	5.87	eV

# 5
A structure of composition C37H28F5IrN2P2 in a non-equilibrium geometry. Source: the Open Molecules 2025 dataset; level of theory: ωB97M-V/def2-TZVPD.

XYZ file:
```
75
Properties=species:S:1:pos:R:3:mulliken_charge:R:1
Ir -1.01 -0.65 -0.63 -0.129
C 1.89 -1.21 1.43 -1.228
N 1.30 0.10 1.02 0.386
P -0.45 0.18 1.34 -0.377
C -0.74 1.84 2.01 0.756
C 0.29 2.66 2.48 -0.069
C -0.01 3.88 3.08 -0.824
C -1.34 4.27 3.23 -0.548
C -2.37 3.45 2.78 -0.771
C -2.07 2.24 2.17 -0.542
C -0.74 -0.77 2.86 0.791
C 0.04 -0.56 4.00 -0.269
C -0.28 -1.21 5.19 -0.872
C -1.40 -2.05 5.25 -0.512
C -2.18 -2.24 4.12 -0.682
C -1.85 -1.60 2.93 -0.511
P 1.04 0.25 -0.72 -0.997
C 2.51 -0.45 -1.53 1.133
C 3.79 -0.29 -1.01 -0.320
C 4.89 -0.73 -1.74 -0.828
C 4.71 -1.32 -2.99 -0.531
C 3.44 -1.47 -3.51 -0.668
C 2.33 -1.04 -2.78 -0.362
C 1.35 1.99 -1.15 0.972
C 2.24 2.78 -0.44 -0.178
C 2.54 4.06 -0.89 -0.808
C 1.98 4.54 -2.07 -0.530
C 1.12 3.73 -2.80 -0.768
C 0.80 2.46 -2.34 -0.548
H 1.97 -1.24 2.51 0.439
H 2.88 -1.32 1.02 0.465
H 1.28 -2.06 1.10 0.346
H 1.32 2.34 2.36 0.283
H 0.79 4.52 3.43 0.431
H -1.57 5.23 3.69 0.397
H -3.40 3.76 2.89 0.443
H -2.87 1.60 1.79 0.406
H 0.88 0.12 3.97 0.431
H 0.33 -1.06 6.07 0.414
H -1.65 -2.55 6.18 0.385
H -3.05 -2.89 4.16 0.434
H -2.45 -1.76 2.04 0.336
H 3.94 0.20 -0.05 0.368
H 5.89 -0.60 -1.33 0.426
H 5.57 -1.66 -3.55 0.396
H 3.30 -1.93 -4.48 0.438
H 1.33 -1.18 -3.18 0.415
H 2.69 2.41 0.48 0.256
H 3.22 4.69 -0.32 0.435
H 2.22 5.54 -2.42 0.397
H 0.68 4.10 -3.72 0.458
H 0.10 1.84 -2.89 0.453
N -0.83 -2.42 -0.87 0.731
C -0.65 -3.75 -1.15 -0.417
C 0.62 -4.36 -1.16 0.254
C 0.76 -5.70 -1.47 -0.742
C -0.37 -6.48 -1.76 -0.399
C -1.63 -5.89 -1.73 -0.531
C -1.78 -4.54 -1.44 -0.255
H 1.49 -3.75 -0.95 0.377
H 1.74 -6.15 -1.49 0.374
H -0.26 -7.53 -1.99 0.368
H -2.51 -6.49 -1.95 0.353
H -2.76 -4.07 -1.43 0.452
F -3.57 -0.99 -2.05 -0.272
C -3.42 0.35 -1.93 0.511
C -2.32 0.86 -1.27 -0.774
C -2.32 2.24 -1.22 0.803
F -1.32 2.92 -0.62 -0.432
C -3.29 3.05 -1.78 0.337
F -3.20 4.38 -1.69 -0.328
C -4.36 2.48 -2.43 0.745
F -5.32 3.24 -2.98 -0.318
C -4.42 1.10 -2.50 0.058
F -5.45 0.52 -3.13 -0.311
```

Summary:
highest occupied orbital energy (alpha / beta)	-0.259 / -0.259	Ha
max |F|	1.9	eV Å⁻¹
M	849.8	g/mol
energy above the lowest of the compared OMol25 structures with the same formula, charge and spin	145.9	kJ/mol
gap between HOMO and LUMO (alpha / beta)	6.76 / 6.76	eV

# 6
A structure of composition C37H28N4O2P2PtS. Source: the Open Molecules 2025 dataset; level of theory: ωB97M-V/def2-TZVPD.

XYZ file:
```
75
Properties=species:S:1:pos:R:3:mulliken_charge:R:1
Pt 0.13 0.32 -0.12 2.032
S -5.61 4.59 -2.67 0.472
N -4.56 4.91 -1.50 -0.543
C -3.77 3.85 -1.40 1.083
C -2.67 3.69 -0.49 -0.063
C -2.31 4.64 0.47 -0.618
C -1.24 4.38 1.29 -0.833
C -0.55 3.18 1.12 -0.205
N -0.89 2.27 0.20 -0.320
C -1.94 2.50 -0.59 0.199
C -2.32 1.43 -1.54 0.344
N -1.60 0.31 -1.51 -0.290
C -1.91 -0.71 -2.31 -0.148
C -2.97 -0.66 -3.21 -0.960
C -3.73 0.49 -3.27 -0.501
C -3.40 1.56 -2.42 -0.030
C -4.13 2.79 -2.38 1.063
N -5.16 3.13 -3.14 -0.540
H -2.88 5.56 0.55 0.599
H -0.93 5.08 2.05 0.488
H 0.32 2.95 1.72 0.546
H -1.29 -1.60 -2.22 0.609
H -3.19 -1.51 -3.84 0.491
H -4.57 0.59 -3.96 0.598
O 0.80 -1.80 -0.60 -0.968
P 2.31 -1.84 -0.76 0.852
C 3.05 -2.19 0.88 -1.308
P 2.10 -1.26 2.11 0.706
O 1.69 0.09 1.55 -1.008
C 0.75 -2.25 2.71 1.354
C -0.51 -1.67 2.84 -0.530
C -1.57 -2.42 3.32 -0.906
C -1.36 -3.74 3.70 -0.559
C -0.11 -4.33 3.57 -0.844
C 0.95 -3.59 3.09 -0.639
C 3.13 -1.05 3.60 0.970
C 3.01 0.18 4.33 -0.334
C 3.77 0.38 5.44 -0.617
C 4.63 -0.67 5.89 -0.413
C 4.77 -1.88 5.15 -0.676
C 4.01 -2.08 4.04 -0.247
C 2.89 -3.03 -1.93 0.668
C 3.90 -2.73 -2.84 -0.348
C 4.33 -3.71 -3.73 -0.784
C 3.74 -4.96 -3.70 -0.528
C 2.74 -5.26 -2.78 -0.772
C 2.31 -4.30 -1.89 -0.601
C 2.85 -0.17 -1.19 0.426
C 4.08 0.38 -0.90 -0.401
C 4.31 1.73 -1.18 -0.789
C 3.31 2.54 -1.71 -0.784
C 2.08 1.99 -2.02 -0.455
C 1.83 0.63 -1.77 -1.042
H 4.11 -1.91 0.88 0.787
H 2.98 -3.27 1.07 0.780
H -0.66 -0.62 2.58 0.462
H -2.55 -1.97 3.42 0.475
H -2.18 -4.32 4.10 0.454
H 0.04 -5.36 3.85 0.477
H 1.93 -4.05 3.00 0.219
H 2.33 0.94 3.98 0.452
H 3.72 1.31 5.98 0.482
H 5.16 -0.55 6.83 0.457
H 5.47 -2.64 5.49 0.489
H 4.09 -3.01 3.50 0.369
H 4.36 -1.74 -2.87 0.343
H 5.12 -3.49 -4.43 0.452
H 4.05 -5.71 -4.42 0.441
H 2.29 -6.25 -2.76 0.452
H 1.51 -4.52 -1.19 0.451
H 4.87 -0.21 -0.47 0.501
H 5.29 2.16 -0.98 0.497
H 3.51 3.58 -1.92 0.511
H 1.32 2.59 -2.51 0.581
H 1.06 0.12 -2.35 0.973
```

Summary:
highest occupied orbital energy (alpha / beta)	-0.666 / -0.666	Ha
max |F|	0.5	eV Å⁻¹
M	849.8	g/mol
multiplicity	5
charge	+4
gap between HOMO and LUMO (alpha / beta)	6.98 / 3.56	eV